Formula: CH3N2O2P
Source: OMol25
Level of theory: ωB97M-V/def2-TZVPD

Calculated values
Largest force on an atom ... 4.5 eV Å⁻¹
Structure (SMILES) ... NC(=O)NP=O
Net charge ... 0
Frontier orbital gap ... 10.12 eV
DFT total energy ... -17449.5228 eV
Energy above the lowest of the compared OMol25 structures with the same formula, charge and spin ... 28.44 kcal per mole

```
9
Properties=species:S:1:pos:R:3:forces:R:3:lowdin_charge:R:1
P -1.951 0.256 -0.329 3.56 -1.98 0.24 0.673
O -2.946 1.202 0.063 -2.33 2.10 0.98 -0.503
O 0.543 -1.984 0.379 0.47 -2.01 -0.01 0.140
N -0.615 0.240 0.738 0.57 -0.84 -1.37 -0.232
N 1.524 -0.069 -0.560 0.21 0.76 -1.39 0.141
C 0.672 -0.875 0.093 -2.14 3.74 1.36 -0.537
H 1.099 0.848 -0.763 0.61 -0.82 0.29 0.102
H -0.551 0.775 1.645 0.17 -0.90 -1.36 0.071
H 2.226 -0.394 -1.268 -1.12 -0.05 1.27 0.145
```
Positions in Å, forces in eV/Å.